[1]
{
  "formula": "C42H50HfN6P2S3",
  "method": "ωB97M-V/def2-TZVPD",
  "symbols": ["Hf", "C", "P", "C", "C", "C", "C", "C", "C", "C", "C", "C", "C", "C", "C", "C", "C", "C", "C", "C", "P", "C", "C", "C", "C", "C", "C", "C", "C", "C", "C", "C", "C", "N", "H", "H", "H", "H", "H", "H", "H", "H", "H", "H", "H", "H", "H", "H", "H", "H", "H", "H", "H", "H", "H", "H", "H", "H", "H", "H", "N", "C", "C", "C", "C", "N", "H", "H", "H", "H", "H", "H", "H", "H", "H", "H", "H", "H", "C", "C", "S", "C", "C", "S", "C", "C", "S", "H", "H", "H", "H", "H", "H", "H", "H", "H", "H", "H", "H", "N", "C", "N", "C", "N"],
  "xyz": [[0.015, -0.277, 0.220], [1.451, -3.498, -0.564], [0.279, -2.504, -1.589], [-0.704, -3.796, -2.393], [-2.097, -3.715, -2.396], [-2.866, -4.730, -2.951], [-2.240, -5.831, -3.514], [-0.852, -5.919, -3.517], [-0.085, -4.912, -2.954], [1.413, -1.863, -2.883], [1.319, -2.233, -4.224], [2.274, -1.804, -5.137], [3.333, -1.008, -4.724], [3.424, -0.616, -3.396], [2.468, -1.038, -2.485], [2.139, -2.641, 0.448], [3.312, -2.847, 1.100], [3.428, -1.842, 2.118], [2.327, -1.054, 2.036], [1.828, 0.050, 2.918], [0.008, -0.263, 3.074], [-0.105, -1.621, 4.250], [0.267, -1.470, 5.586], [0.158, -2.543, 6.455], [-0.320, -3.768, 6.000], [-0.687, -3.928, 4.672], [-0.582, -2.853, 3.798], [-0.659, 1.214, 3.882], [-0.256, 2.512, 3.216], [-1.284, 3.670, 3.358], [-2.337, 3.514, 4.410], [-2.495, 2.360, 5.053], [-1.708, 1.168, 4.710], [1.498, -1.513, 0.992], [0.860, -4.271, -0.066], [2.169, -3.997, -1.209], [-2.593, -2.850, -1.972], [-3.946, -4.659, -2.944], [-2.833, -6.627, -3.949], [-0.366, -6.778, -3.961], [0.995, -5.003, -2.956], [0.493, -2.847, -4.561], [2.190, -2.100, -6.176], [4.087, -0.694, -5.434], [4.245, 0.010, -3.064], [2.589, -0.741, -1.456], [4.013, -3.648, 0.904], [4.232, -1.743, 2.835], [2.302, 0.010, 3.895], [1.995, 1.042, 2.493], [0.641, -0.517, 5.946], [0.446, -2.427, 7.493], [-0.400, -4.603, 6.685], [-1.053, -4.884, 4.320], [-0.840, -2.980, 2.753], [0.789, 2.770, 3.380], [-0.822, 4.652, 3.411], [-2.947, 4.379, 4.647], [-3.250, 2.266, 5.825], [-2.013, 0.217, 5.137], [-2.142, -1.186, 0.534], [-3.252, -0.178, 0.300], [-3.841, -0.262, -1.106], [-3.165, 0.577, -2.195], [-1.814, 0.082, -2.709], [-0.668, 0.509, -1.843], [-2.384, -2.030, 0.030], [-2.168, -1.446, 1.513], [-2.855, 0.815, 0.477], [-4.038, -0.356, 1.030], [-4.878, 0.067, -1.033], [-3.886, -1.312, -1.423], [-3.071, 1.614, -1.854], [-3.838, 0.600, -3.054], [-1.648, 0.485, -3.707], [-1.809, -1.003, -2.799], [-0.779, 1.521, -1.701], [0.174, 0.431, -2.421], [2.811, 4.708, 0.046], [3.264, 3.323, -0.408], [1.960, 2.278, -1.126], [1.953, 2.622, -2.920], [0.943, 3.639, -3.471], [-0.639, 3.835, -2.619], [-0.283, 4.792, -1.109], [0.601, 6.029, -1.204], [2.405, 5.800, -1.341], [3.633, 5.181, 0.586], [1.956, 4.647, 0.720], [3.638, 2.751, 0.444], [4.068, 3.396, -1.139], [1.810, 1.644, -3.385], [2.964, 2.947, -3.171], [0.657, 3.347, -4.484], [1.399, 4.618, -3.535], [0.084, 4.100, -0.352], [-1.284, 5.116, -0.815], [0.422, 6.649, -0.325], [0.344, 6.628, -2.079], [-3.651, 3.722, 0.443], [-2.759, 3.595, 1.167], [-1.682, 3.360, 1.939], [-0.714, 2.363, 1.764], [-0.492, 1.604, 0.796]],
  "total_energy_ev": -105684.967,
  "relative_energy_kcal_mol": 37.5,
  "total_charge": 2
}

[2]
{
  "formula": "C42H50HgN3O6P",
  "method": "ωB97M-V/def2-TZVPD",
  "symbols": ["Hg", "C", "C", "O", "C", "C", "C", "N", "N", "C", "O", "C", "C", "C", "C", "C", "C", "H", "H", "H", "H", "H", "H", "H", "H", "H", "H", "H", "H", "C", "O", "C", "C", "O", "C", "C", "O", "C", "H", "H", "H", "H", "H", "H", "H", "H", "H", "H", "H", "H", "H", "H", "C", "C", "C", "C", "C", "O", "C", "N", "C", "C", "C", "C", "C", "C", "P", "C", "C", "C", "C", "C", "C", "C", "C", "C", "C", "C", "C", "H", "H", "H", "H", "H", "H", "H", "H", "H", "H", "H", "H", "H", "H", "H", "H", "H", "H", "H", "H", "H", "H", "H", "H"],
  "xyz": [[0.219, 0.029, -0.705], [3.820, 3.426, 0.927], [3.076, 2.551, -0.077], [1.999, 2.050, 0.256], [3.847, 2.348, -1.299], [3.594, 1.433, -2.289], [4.297, 1.564, -3.545], [2.727, 0.389, -2.043], [2.799, -0.654, -2.797], [2.265, -1.731, -2.152], [1.555, -1.678, -1.105], [2.509, -3.076, -2.710], [2.034, -4.130, -1.957], [2.410, -5.443, -2.230], [3.203, -5.675, -3.348], [3.559, -4.623, -4.202], [3.240, -3.296, -3.894], [4.251, 2.743, 1.699], [4.648, 3.972, 0.489], [3.124, 4.092, 1.403], [4.737, 2.961, -1.353], [5.391, 1.419, -3.479], [3.889, 0.843, -4.299], [4.205, 2.596, -3.928], [1.348, -3.883, -1.139], [2.132, -6.261, -1.591], [3.596, -6.663, -3.513], [4.081, -4.843, -5.153], [3.514, -2.463, -4.506], [-1.771, -4.474, -1.901], [-1.374, -3.838, -0.668], [-1.933, -4.531, 0.477], [-1.579, -3.626, 1.635], [-0.182, -3.537, 1.744], [0.342, -3.404, 3.065], [1.737, -2.847, 2.923], [1.701, -1.444, 2.739], [2.981, -0.874, 2.380], [-2.837, -4.495, -2.079], [-1.377, -5.499, -1.827], [-1.225, -3.988, -2.703], [-1.476, -5.512, 0.584], [-3.026, -4.655, 0.387], [-2.013, -4.091, 2.548], [-2.020, -2.627, 1.509], [0.368, -4.412, 3.558], [-0.186, -2.669, 3.640], [2.357, -3.253, 2.118], [2.240, -3.185, 3.890], [3.588, -0.635, 3.265], [2.778, 0.049, 1.798], [3.540, -1.608, 1.747], [0.559, 1.397, 6.206], [0.293, 1.996, 4.834], [1.549, 2.601, 4.145], [-0.325, 1.016, 3.860], [-1.482, 0.213, 4.422], [-2.544, 0.222, 3.344], [-2.084, 1.221, 2.469], [-0.867, 1.617, 2.617], [-3.161, 1.720, 1.593], [-4.448, 1.823, 2.196], [-5.538, 2.302, 1.479], [-5.417, 2.573, 0.127], [-4.166, 2.473, -0.491], [-3.035, 2.001, 0.184], [-1.656, 1.563, -1.008], [-1.195, 3.176, -1.668], [-1.611, 4.377, -1.049], [-1.131, 5.566, -1.541], [-0.307, 5.613, -2.646], [0.140, 4.409, -3.214], [-0.267, 3.184, -2.705], [-2.593, 0.704, -2.303], [-3.285, -0.450, -1.883], [-3.805, -1.297, -2.832], [-3.681, -0.993, -4.193], [-3.048, 0.176, -4.605], [-2.614, 1.095, -3.658], [0.889, 2.182, 6.914], [1.316, 0.612, 6.207], [-0.336, 0.990, 6.738], [-0.373, 2.860, 4.947], [2.289, 1.815, 3.968], [1.925, 3.340, 4.875], [1.261, 3.082, 3.170], [0.447, 0.320, 3.499], [-1.978, 0.678, 5.276], [-1.324, -0.842, 4.640], [-4.495, 1.686, 3.290], [-6.450, 2.428, 2.020], [-6.303, 2.801, -0.439], [-4.144, 2.870, -1.551], [-2.355, 4.362, -0.280], [-1.499, 6.473, -1.143], [-0.008, 6.572, -3.033], [0.834, 4.420, -4.062], [0.081, 2.256, -3.135], [-3.203, -0.737, -0.822], [-4.367, -2.169, -2.524], [-4.050, -1.644, -4.982], [-2.873, 0.391, -5.650], [-2.260, 2.113, -3.892]],
  "total_energy_ev": -74579.291,
  "s_squared": 0.760,
  "spin_multiplicity": 2,
  "relative_energy_kcal_mol": 0.0,
  "total_charge": -1
}

[3]
{
  "formula": "C42H50N3O5S2Y",
  "method": "ωB97M-V/def2-TZVPD",
  "symbols": ["Y", "C", "C", "C", "C", "C", "C", "C", "C", "C", "C", "C", "C", "C", "C", "C", "C", "C", "H", "H", "H", "H", "H", "H", "H", "H", "H", "H", "H", "H", "H", "H", "H", "H", "H", "H", "H", "H", "H", "H", "H", "H", "H", "H", "H", "H", "H", "O", "C", "C", "C", "N", "C", "C", "C", "O", "O", "C", "O", "O", "H", "H", "H", "S", "C", "N", "C", "C", "N", "C", "C", "C", "C", "C", "C", "C", "C", "S", "C", "C", "C", "C", "C", "C", "C", "H", "H", "H", "H", "H", "H", "H", "H", "H", "H", "H", "H", "H", "H", "H", "H", "H", "H"],
  "xyz": [[0.034, -0.583, 0.162], [0.788, -1.331, 2.641], [-0.018, -2.413, 2.206], [0.642, -2.973, 1.055], [1.824, -2.204, 0.856], [1.929, -1.200, 1.835], [3.130, -0.314, 2.140], [2.739, 1.168, 2.083], [3.647, -0.646, 3.545], [4.254, -0.569, 1.137], [0.484, -4.287, 0.262], [1.136, -4.159, -1.116], [-0.961, -4.736, 0.007], [1.245, -5.399, 1.004], [-1.229, -2.871, 3.045], [-2.567, -2.749, 2.296], [-1.368, -1.996, 4.297], [-1.034, -4.308, 3.550], [0.591, -0.711, 3.504], [2.617, -2.475, 0.181], [1.938, 1.397, 2.790], [2.380, 1.444, 1.087], [3.602, 1.802, 2.315], [2.901, -0.403, 4.306], [4.556, -0.072, 3.762], [3.880, -1.712, 3.625], [3.934, -0.356, 0.112], [4.594, -1.609, 1.181], [5.108, 0.077, 1.362], [0.699, -3.343, -1.693], [0.971, -5.087, -1.668], [2.216, -4.009, -1.053], [-1.517, -3.956, -0.515], [-1.497, -5.002, 0.915], [-0.953, -5.622, -0.638], [2.285, -5.093, 1.166], [1.245, -6.321, 0.407], [0.809, -5.622, 1.979], [-2.828, -1.697, 2.163], [-3.371, -3.216, 2.879], [-2.545, -3.218, 1.314], [-1.556, -0.946, 4.046], [-0.477, -2.050, 4.929], [-2.219, -2.357, 4.883], [-1.045, -5.046, 2.750], [-1.841, -4.563, 4.247], [-0.080, -4.398, 4.082], [-6.267, 0.500, 0.349], [-4.945, 0.255, 0.242], [-4.419, -0.591, -0.736], [-3.062, -0.793, -0.743], [-2.267, -0.220, 0.152], [-2.757, 0.648, 1.040], [-4.099, 0.914, 1.129], [-1.687, 1.373, 1.855], [-2.029, 2.146, 2.727], [-0.486, 1.073, 1.466], [-2.309, -1.558, -1.821], [-2.914, -1.902, -2.833], [-1.054, -1.686, -1.576], [-6.747, -0.006, -0.313], [-5.037, -1.068, -1.491], [-4.472, 1.624, 1.860], [2.043, -0.605, -1.880], [1.107, -0.317, -3.223], [1.444, -0.713, -4.442], [0.566, -0.410, -5.585], [-0.850, -0.587, -5.142], [-1.085, 0.376, -4.055], [-2.368, 1.108, -4.090], [-2.476, 1.989, -5.314], [-1.592, 3.055, -5.471], [-1.649, 3.854, -6.604], [-2.595, 3.595, -7.592], [-3.482, 2.539, -7.438], [-3.420, 1.737, -6.302], [-0.187, 0.517, -3.097], [-0.316, 1.585, -1.818], [2.715, -1.382, -4.732], [2.687, -2.893, -4.662], [3.822, -3.552, -4.205], [3.887, -4.939, -4.215], [2.808, -5.682, -4.673], [1.661, -5.029, -5.110], [1.602, -3.641, -5.105], [0.821, -1.070, -6.411], [0.718, 0.621, -5.912], [-1.050, -1.591, -4.767], [-1.536, -0.368, -5.955], [-2.417, 1.704, -3.190], [-3.163, 0.366, -4.060], [-0.862, 3.263, -4.691], [-0.961, 4.684, -6.716], [-2.641, 4.220, -8.478], [-4.223, 2.335, -8.203], [-4.113, 0.908, -6.180], [3.468, -1.011, -4.047], [2.996, -1.065, -5.736], [4.665, -2.972, -3.837], [4.776, -5.438, -3.847], [2.854, -6.766, -4.675], [0.808, -5.599, -5.453], [0.689, -3.155, -5.439]],
  "total_energy_ev": -81794.216,
  "relative_energy_kcal_mol": 9.4
}

[4]
{
  "formula": "C42H51AuNOP2Si",
  "method": "ωB97M-V/def2-TZVPD",
  "symbols": ["Au", "C", "C", "C", "P", "C", "C", "C", "C", "C", "C", "C", "C", "C", "N", "C", "C", "C", "C", "C", "C", "P", "C", "C", "C", "C", "C", "C", "H", "H", "H", "H", "H", "H", "H", "H", "H", "H", "H", "H", "H", "H", "H", "H", "H", "H", "H", "H", "H", "H", "H", "H", "H", "H", "H", "H", "H", "H", "H", "H", "H", "H", "H", "H", "O", "Si", "C", "C", "C", "C", "C", "C", "C", "C", "C", "C", "C", "C", "C", "C", "C", "C", "C", "C", "H", "H", "H", "H", "H", "H", "H", "H", "H", "H", "H", "H", "H", "H", "H"],
  "xyz": [[-0.097, -0.577, -0.679], [-3.181, 1.904, 0.710], [-3.526, 1.026, -0.495], [-4.260, -0.236, -0.064], [-2.013, 0.611, -1.415], [-1.352, 2.172, -2.133], [-2.450, 3.056, -2.726], [-0.275, 1.884, -3.172], [-2.429, -0.392, -2.839], [-3.606, -0.217, -3.572], [-3.805, -0.895, -4.755], [-2.791, -1.717, -5.230], [-1.631, -1.917, -4.503], [-1.463, -1.304, -3.259], [-0.344, -1.557, -2.458], [0.331, -2.784, -2.450], [-0.243, -3.968, -2.910], [0.481, -5.149, -2.882], [1.774, -5.183, -2.381], [2.328, -4.021, -1.865], [1.612, -2.834, -1.882], [2.133, -1.286, -1.126], [2.874, -0.310, -2.486], [3.246, 1.106, -2.041], [4.025, -1.008, -3.212], [3.265, -1.565, 0.278], [3.217, -0.352, 1.211], [4.722, -1.878, -0.072], [-4.099, 2.168, 1.234], [-2.544, 1.366, 1.412], [-2.674, 2.829, 0.434], [-4.147, 1.590, -1.198], [-3.664, -0.792, 0.660], [-5.193, 0.040, 0.424], [-4.494, -0.893, -0.900], [-0.898, 2.691, -1.284], [-2.987, 2.539, -3.521], [-3.165, 3.400, -1.985], [-1.991, 3.941, -3.168], [-0.724, 1.559, -4.112], [0.292, 2.795, -3.365], [0.428, 1.112, -2.851], [-4.368, 0.467, -3.217], [-4.721, -0.768, -5.311], [-2.904, -2.210, -6.185], [-0.844, -2.538, -4.902], [-1.265, -3.972, -3.257], [0.018, -6.059, -3.234], [2.333, -6.106, -2.363], [3.316, -4.054, -1.428], [2.027, -0.246, -3.183], [4.145, 1.099, -1.428], [3.449, 1.723, -2.915], [2.452, 1.588, -1.467], [4.948, -0.957, -2.646], [3.808, -2.052, -3.434], [4.193, -0.501, -4.162], [2.813, -2.427, 0.786], [3.678, 0.515, 0.743], [2.205, -0.098, 1.497], [3.769, -0.576, 2.122], [5.231, -0.986, -0.429], [5.229, -2.198, 0.837], [4.848, -2.660, -0.816], [-0.149, -0.495, 1.299], [-0.162, 0.496, 2.609], [0.151, 2.283, 2.066], [0.639, 2.564, 0.789], [0.899, 3.859, 0.363], [0.670, 4.925, 1.216], [0.193, 4.680, 2.493], [-0.057, 3.381, 2.907], [1.172, -0.040, 3.794], [1.705, 0.794, 4.774], [2.688, 0.351, 5.645], [3.160, -0.949, 5.555], [2.641, -1.802, 4.591], [1.663, -1.346, 3.725], [-1.797, 0.286, 3.482], [-2.641, -0.756, 3.101], [-3.856, -0.978, 3.733], [-4.252, -0.154, 4.772], [-3.418, 0.875, 5.188], [-2.206, 1.084, 4.554], [0.846, 1.753, 0.102], [1.287, 4.039, -0.631], [0.867, 5.937, 0.893], [0.017, 5.503, 3.171], [-0.437, 3.235, 3.906], [1.363, 1.818, 4.861], [3.090, 1.019, 6.392], [3.921, -1.299, 6.237], [2.998, -2.819, 4.523], [1.260, -2.021, 2.981], [-2.322, -1.423, 2.311], [-4.488, -1.796, 3.422], [-5.197, -0.320, 5.269], [-3.713, 1.509, 6.011], [-1.570, 1.873, 4.922]],
  "total_energy_ev": -78064.268,
  "total_charge": 1
}